(1)
Entry from the Open Molecules 2025 dataset: an isolated molecule of C5H8O2 (ωB97M-V/def2-TZVPD).

* SMILES: C#C[C@](C)(O)CO
* relative energy (zero: lowest compared OMol25 entry of this formula, charge and spin): 339.6 kJ/mol
* highest occupied orbital energy: -9.4 eV
* 2S+1: 1
* gap between HOMO and LUMO: 0.368 Ha

Element x y z (Å)
1 C -0.79 -1.50 0.48
2 H -1.06 1.07 1.39
3 O -0.62 -0.20 -1.56
4 H 0.58 1.47 0.84
5 C -0.20 -0.25 -0.19
6 H -0.65 -1.46 1.56
7 H -0.28 -2.40 0.11
8 H 3.38 0.16 0.22
9 C 2.34 0.29 0.23
10 C 1.23 -0.11 -0.04
11 H 0.12 -0.47 -2.12
12 H -1.85 -1.60 0.26
13 C -0.43 1.17 0.50
14 O -0.92 2.12 -0.40
15 H -0.86 1.71 -1.28

=====

(2)
Entry from the Open Molecules 2025 dataset: an isolated molecule of C5H8O2 (ωB97M-V/def2-TZVPD).

* SMILES: C[C@H]1OC12COC2
* relative energy (zero: lowest compared OMol25 entry of this formula, charge and spin): 284.3 kJ/mol
* highest occupied orbital energy: -9.9 eV
* 2S+1: 1
* gap between HOMO and LUMO: 0.399 Ha

Element x y z (Å)
1 H -1.86 1.52 -1.00
2 H -2.30 1.36 0.74
3 H 2.01 -1.23 -0.27
4 C -1.83 0.86 -0.12
5 H 1.03 1.39 1.08
6 O 0.48 0.81 -0.92
7 C 0.94 0.54 0.40
8 C -0.44 0.21 -0.05
9 H 2.71 -0.54 1.22
10 H 2.86 0.29 -0.33
11 O -2.43 -0.42 -0.40
12 H -1.22 -1.69 0.70
13 C 2.19 -0.31 0.29
14 C -1.19 -1.11 -0.23
15 H -0.92 -1.75 -1.07

=====

(3)
Entry from the Open Molecules 2025 dataset: an isolated molecule of C5H8O2 (ωB97M-V/def2-TZVPD).

* SMILES: O=CCCCC=O
* relative energy (zero: lowest compared OMol25 entry of this formula, charge and spin): 105.4 kJ/mol
* highest occupied orbital energy: -10.0 eV
* 2S+1: 1
* gap between HOMO and LUMO: 0.390 Ha

Element x y z (Å)
1 H -0.15 0.33 -1.42
2 C -0.50 -0.29 -0.59
3 H 1.34 -0.08 1.93
4 C 2.18 0.49 0.15
5 C -0.37 0.52 0.71
6 O -2.88 -0.09 -0.39
7 C -1.93 -0.63 -0.90
8 C 1.09 0.70 1.20
9 H 1.25 1.70 1.62
10 O 2.50 -0.60 -0.25
11 H 0.09 -1.21 -0.57
12 H -2.10 -1.39 -1.68
13 H 2.70 1.40 -0.19
14 H -0.96 0.02 1.47
15 H -0.78 1.51 0.53

=====

(4)
Entry from the Open Molecules 2025 dataset: an isolated molecule of C5H8O2 (ωB97M-V/def2-TZVPD).

* SMILES: C[C@@]1(O)C=COC1
* relative energy (zero: lowest compared OMol25 entry of this formula, charge and spin): 144.9 kJ/mol
* highest occupied orbital energy: -8.8 eV
* 2S+1: 1
* gap between HOMO and LUMO: 0.356 Ha

Element x y z (Å)
1 H -1.19 1.59 0.35
2 O -0.97 -1.52 -0.68
3 O 1.40 0.15 1.34
4 H 0.10 -1.48 1.63
5 H -1.18 1.31 -1.39
6 C -1.32 0.82 -0.42
7 H -0.26 -2.17 -0.74
8 C 0.99 -0.08 -0.90
9 H 2.55 1.14 -0.04
10 H 1.15 0.03 -1.97
11 C -0.34 -0.35 -0.22
12 C 1.77 0.41 0.06
13 C 0.10 -0.44 1.28
14 H -2.34 0.44 -0.36
15 H -0.52 0.15 1.97

=====

(5)
Entry from the Open Molecules 2025 dataset: an isolated molecule of C5H8O2 (ωB97M-V/def2-TZVPD).

* SMILES: OC[C@@H]1C=COC1
* relative energy (zero: lowest compared OMol25 entry of this formula, charge and spin): 164.2 kJ/mol
* highest occupied orbital energy: -8.9 eV
* 2S+1: 1
* gap between HOMO and LUMO: 0.362 Ha

Element x y z (Å)
1 H -1.96 0.48 1.38
2 C -1.47 0.38 0.41
3 H -0.38 -1.31 1.28
4 H 2.34 1.18 -0.81
5 H -2.20 -0.07 -0.28
6 O 1.05 -0.24 -1.48
7 C 1.57 0.50 -0.49
8 H -0.73 -1.23 -1.53
9 H 0.62 -2.13 -0.77
10 H -0.19 1.70 0.32
11 O -1.08 1.64 -0.07
12 C -0.23 -0.55 0.51
13 H 1.51 0.52 1.66
14 C 0.12 -1.16 -0.86
15 C 1.02 0.30 0.72

=====

(6)
Entry from the Open Molecules 2025 dataset: a cluster of 2 separate species, C5H8O2 in total (ωB97M-V/def2-TZVPD).

* relative energy (zero: lowest compared OMol25 entry of this formula, charge and spin): 598.1 kJ/mol
* highest occupied orbital energy: -6.7 eV
* 2S+1: 1
* gap between HOMO and LUMO: 0.280 Ha

Element x y z (Å)
1 O 1.88 0.65 0.64
2 H 1.00 1.20 -2.31
3 C -1.64 -1.20 -0.02
4 H 2.35 0.00 1.07
5 H 1.73 -0.89 -0.83
6 C -1.79 0.03 0.40
7 H 0.60 2.02 -0.91
8 C 1.29 0.07 -0.42
9 H -2.04 -1.98 -0.78
10 O -0.11 -1.16 1.95
11 C 0.58 1.05 -1.33
12 H -0.32 -0.59 2.63
13 H -2.51 0.81 0.49
14 C -0.56 -0.73 0.75
15 H -0.46 0.74 -1.31

=====

(7)
Entry from the Open Molecules 2025 dataset: a structure of composition C5H8O2 (ωB97M-V/def2-TZVPD).

* relative energy (zero: lowest compared OMol25 entry of this formula, charge and spin): 503.0 kJ/mol
* highest occupied orbital energy: -8.6 eV
* 2S+1: 1
* gap between HOMO and LUMO: 0.350 Ha

Element x y z (Å)
1 H 0.28 -2.60 0.26
2 O -1.51 1.95 0.98
3 C 0.18 0.27 0.68
4 C 0.11 -1.56 -0.04
5 C 1.17 -0.56 -0.18
6 C 0.66 -0.94 -1.53
7 H 0.38 2.38 0.41
8 H -2.14 1.22 0.89
9 O -0.83 -0.78 0.59
10 H -0.59 1.58 -0.84
11 H 0.50 0.31 1.73
12 C -0.37 1.60 0.23
13 H 0.03 -1.93 -1.41
14 H -0.08 -0.24 -1.91
15 H 2.20 -0.70 0.13

=====

(8)
Entry from the Open Molecules 2025 dataset: a cluster of 2 separate species, C5H8O2 in total (ωB97M-V/def2-TZVPD).

* SMILES: O=C1CC1.C=CO
* relative energy (zero: lowest compared OMol25 entry of this formula, charge and spin): 282.2 kJ/mol
* highest occupied orbital energy: -8.9 eV
* 2S+1: 1
* gap between HOMO and LUMO: 0.358 Ha

Element x y z (Å)
1 H 2.49 -1.23 -1.34
2 H -2.38 -1.22 0.83
3 C 2.07 -0.23 -1.49
4 H -0.36 0.82 1.96
5 O -1.71 1.31 0.47
6 C 0.53 -0.08 -1.36
7 H 2.59 0.38 -2.23
8 C -1.60 -0.82 1.48
9 O 1.62 1.05 0.68
10 C 1.45 0.44 -0.34
11 H 0.02 0.64 -2.00
12 C -1.19 0.44 1.38
13 H -1.38 2.19 0.68
14 H -0.06 -0.97 -1.13
15 H -1.16 -1.46 2.24

=====

(9)
Entry from the Open Molecules 2025 dataset: an isolated molecule of C5H8O2 (ωB97M-V/def2-TZVPD).

* relative energy (zero: lowest compared OMol25 entry of this formula, charge and spin): 379.3 kJ/mol
* highest occupied orbital energy (alpha / beta): -9.5 / -9.5 eV
* 2S+1: 1
* gap between HOMO and LUMO (alpha / beta): 0.334 / 0.334 Ha

Element x y z (Å)
1 H 0.61 1.65 0.99
2 C 0.67 1.12 0.04
3 H 1.18 -1.15 -1.30
4 H -1.14 1.61 -1.13
5 C 1.14 -0.32 0.34
6 H -2.31 -0.41 -0.22
7 H 1.29 1.71 -0.64
8 C -0.28 -1.04 0.31
9 C -1.47 -0.05 0.39
10 H -1.89 0.32 1.32
11 C -0.69 0.86 -0.48
12 H -0.32 -1.96 0.90
13 O -0.44 -1.11 -1.09
14 O 1.90 -0.86 -0.68
15 H 1.74 -0.38 1.25

=====

(10)
Entry from the Open Molecules 2025 dataset: an isolated molecule of C5H8O2 (ωB97M-V/def2-TZVPD).

* relative energy (zero: lowest compared OMol25 entry of this formula, charge and spin): 492.1 kJ/mol
* highest occupied orbital energy (alpha / beta): -5.0 / -9.4 eV
* expectation value of S²: 2.02
* 2S+1: 3
* gap between HOMO and LUMO (alpha / beta): 0.209 / 0.263 Ha

Element x y z (Å)
1 C 0.33 -0.72 -0.46
2 O 1.69 -0.35 -2.50
3 C 1.20 -1.15 -1.32
4 H 1.34 -2.20 -1.56
5 H -2.51 -0.05 -0.29
6 O 1.10 0.90 -2.48
7 H -0.22 0.26 2.43
8 C -0.38 -0.09 0.40
9 H 1.35 0.36 1.67
10 H -2.18 -1.11 0.99
11 H 1.69 1.42 -1.80
12 H 0.14 1.67 1.49
13 C 0.31 0.65 1.55
14 C -1.87 -0.16 0.55
15 H -1.97 0.57 1.33

=====

(11)
Entry from the Open Molecules 2025 dataset: a structure of composition C5H8O2P (ωB97M-V/def2-TZVPD).

* relative energy (zero: lowest compared OMol25 entry of this formula, charge and spin): 357.2 kJ/mol
* highest occupied orbital energy (alpha / beta): -4.5 / -4.5 eV
* net charge: -1
* 2S+1: 1
* gap between HOMO and LUMO (alpha / beta): 0.292 / 0.292 Ha

Element x y z (Å)
1 H -1.23 -1.03 -0.89
2 C 2.40 -0.15 1.01
3 H 2.02 -0.55 1.93
4 H 3.45 1.14 -1.59
5 H -3.49 -1.33 0.79
6 H -3.95 0.12 0.75
7 O -2.10 1.00 -1.57
8 O -1.30 0.91 0.84
9 H 0.67 -0.09 -0.53
10 C 2.95 0.54 -0.85
11 C -3.50 -0.57 0.13
12 P -1.89 0.19 -0.35
13 H 4.60 0.36 1.02
14 C 3.62 0.15 0.50
15 H -4.04 -0.76 -0.81
16 C 1.80 0.07 -0.39

=====

(12)
Entry from the Open Molecules 2025 dataset: an isolated molecule of C5H8O2S (ωB97M-V/def2-TZVPD).

* SMILES: O/C=C/[C@@H]1[C@@H](O)[C@H]1S
* relative energy (zero: lowest compared OMol25 entry of this formula, charge and spin): 251.8 kJ/mol
* highest occupied orbital energy: -8.2 eV
* 2S+1: 1
* gap between HOMO and LUMO: 0.327 Ha

Element x y z (Å)
1 H 1.00 -0.54 2.13
2 O -2.24 0.14 1.34
3 C -0.87 0.28 1.21
4 O 1.34 1.83 -2.92
5 C 0.67 0.63 -0.95
6 S -0.52 -2.46 1.91
7 H -0.67 -1.03 -0.51
8 H 1.93 2.26 -2.29
9 C 0.09 -0.81 1.61
10 H -2.49 -0.77 1.13
11 H -0.10 0.41 -2.97
12 H 1.41 1.24 -0.42
13 H 0.56 -3.10 1.45
14 H -0.60 1.28 1.53
15 C 0.58 0.91 -2.29
16 C -0.11 -0.27 0.03

=====

(13)
Entry from the Open Molecules 2025 dataset: an isolated molecule of C5H8O2S (ωB97M-V/def2-TZVPD).

* relative energy (zero: lowest compared OMol25 entry of this formula, charge and spin): 263.8 kJ/mol
* highest occupied orbital energy (alpha / beta): -9.0 / -9.0 eV
* 2S+1: 1
* gap between HOMO and LUMO (alpha / beta): 0.301 / 0.301 Ha

Element x y z (Å)
1 H 2.51 1.67 0.14
2 H 1.72 1.34 -1.16
3 O 2.99 -0.95 -0.18
4 O 0.77 -1.02 0.01
5 H 0.32 1.67 1.51
6 C 0.27 1.69 0.35
7 H 0.02 2.76 0.02
8 H -1.74 -1.78 -1.39
9 C -1.29 -0.56 0.37
10 H -1.76 -2.57 0.04
11 S -1.19 0.96 -0.39
12 C -1.98 -1.64 -0.38
13 H -1.11 -0.77 1.48
14 H -3.07 -1.57 -0.24
15 C 1.93 -0.36 -0.03
16 C 1.62 1.12 -0.14

=====

(14)
Entry from the Open Molecules 2025 dataset: an isolated molecule of C5H8O2S (ωB97M-V/def2-TZVPD).

* SMILES: OCC[C@@H]1OC=CS1
* relative energy (zero: lowest compared OMol25 entry of this formula, charge and spin): 141.1 kJ/mol
* highest occupied orbital energy: -8.1 eV
* 2S+1: 1
* gap between HOMO and LUMO: 0.325 Ha

Element x y z (Å)
1 H 0.71 -0.79 -2.72
2 O 0.48 -0.20 1.27
3 H -0.98 0.08 -1.07
4 C 0.05 0.47 -1.08
5 C 0.45 0.89 0.25
6 H 1.48 1.30 0.25
7 H 0.80 -2.01 -0.14
8 H -2.53 0.85 2.12
9 H -0.82 -1.16 2.58
10 S -0.75 2.13 0.93
11 C 0.87 -0.73 -1.62
12 H 0.14 1.30 -1.78
13 O 0.45 -1.95 -1.08
14 H 1.96 -0.57 -1.49
15 C -1.56 0.73 1.70
16 C -0.74 -0.32 1.87

=====

(15)
Entry from the Open Molecules 2025 dataset: a cluster of 2 separate species, C5H8O3 in total (ωB97M-V/def2-TZVPD).

* relative energy (zero: lowest compared OMol25 entry of this formula, charge and spin): 650.1 kJ/mol
* highest occupied orbital energy (alpha / beta): -8.9 / -8.9 eV
* 2S+1: 1
* gap between HOMO and LUMO (alpha / beta): 0.347 / 0.347 Ha

Element x y z (Å)
1 H 1.37 1.64 2.01
2 H 1.46 -2.72 1.43
3 C -0.29 0.36 -0.64
4 H 1.18 -0.11 -2.14
5 C -1.03 -0.82 -0.30
6 O 0.49 -1.20 0.85
7 O 0.64 -2.30 1.75
8 H -1.22 -1.56 -1.07
9 O -2.02 -0.82 0.61
10 H 0.05 2.81 1.46
11 H 0.51 1.52 -2.27
12 C 0.27 0.48 -2.04
13 H -1.73 -0.31 1.38
14 C 0.22 1.03 0.40
15 C 0.56 1.86 1.33
16 H -0.46 0.13 -2.77